The following is a quantum chemistry calculation of one molecule with the formula C17H21N7O in a non-equilibrium geometry, from OMol25.

Last columns: bonded neighbours and bond lengths (Å).
Positions of all 46 atoms, in Å:
1 C -5.25749 -3.57664 -2.89407  C2 1.385, C25 1.384, H26 1.080
2 C -3.90494 -3.44892 -3.16376  C1 1.385, C3 1.383, H27 1.080
3 C -3.33834 -2.19354 -3.29377  C2 1.383, C4 1.389, H28 1.080
4 C -4.12406 -1.05620 -3.15373  C3 1.389, C5 1.509, C24 1.387
5 C -3.48771 0.30834 -3.25783  C4 1.509, N6 1.440, H29 1.092, H30 1.094
6 N -2.76116 0.61113 -2.05219  C5 1.440, N7 1.340, C23 1.351
7 N -3.28882 1.34051 -1.05929  N6 1.340, N8 1.272
8 N -2.47723 1.42860 -0.08407  N7 1.272, C9 1.359
9 C -1.35068 0.73735 -0.39943  N8 1.359, C10 1.412, C23 1.409
10 C -0.11378 0.47385 0.22958  C9 1.412, N11 1.340, N20 1.336
11 N 0.16140 0.90433 1.46807  C10 1.340, C12 1.439, H31 1.009
12 C 1.46379 0.77659 2.06649  N11 1.439, C13 1.550, H32 1.090, H33 1.093
13 C 2.29116 2.07245 1.87028  C12 1.550, N14 1.435, H34 1.096, H35 1.095
14 N 3.66547 2.06815 2.28400  C13 1.435, C15 1.449, C19 1.450
15 C 3.95749 1.98764 3.70084  N14 1.449, C16 1.536, H36 1.091, H37 1.097
16 C 4.21556 0.55433 4.18844  C15 1.536, O17 1.411, H38 1.092, H39 1.101
17 O 5.22682 -0.06474 3.42442  C16 1.411, C18 1.412
18 C 4.87208 -0.10907 2.05831  O17 1.412, C19 1.536, H40 1.091, H41 1.100
19 C 4.61560 1.29973 1.50340  N14 1.450, C18 1.536, H42 1.090, H43 1.097
20 N 0.78132 -0.25708 -0.44109  C10 1.336, C21 1.326
21 C 0.47967 -0.70715 -1.65102  N20 1.326, N22 1.316, H44 1.082
22 N -0.62435 -0.53701 -2.34728  C21 1.316, C23 1.337
23 C -1.52825 0.19447 -1.68774  N6 1.351, C9 1.409, N22 1.337
24 C -5.47625 -1.18796 -2.87279  C4 1.387, C25 1.384, H45 1.080
25 C -6.04170 -2.44534 -2.74792  C1 1.384, C24 1.384, H46 1.080
26 H -5.69924 -4.55721 -2.79528  C1 1.080
27 H -3.28947 -4.32954 -3.27355  C2 1.080
28 H -2.28198 -2.08753 -3.49397  C3 1.080
29 H -4.24564 1.08478 -3.37992  C5 1.092
30 H -2.77790 0.33580 -4.08945  C5 1.094
31 H -0.51169 1.52697 1.88886  N11 1.009
32 H 1.95360 -0.05816 1.56404  C12 1.090
33 H 1.34137 0.55725 3.13036  C12 1.093
34 H 1.79180 2.88733 2.40661  C13 1.096
35 H 2.27430 2.31382 0.80281  C13 1.095
36 H 3.14149 2.43763 4.26747  C15 1.091
37 H 4.86985 2.57090 3.87632  C15 1.097
38 H 4.57724 0.56151 5.21842  C16 1.092
39 H 3.29425 -0.04621 4.13598  C16 1.101
40 H 5.71666 -0.57055 1.54359  C18 1.091
41 H 3.98423 -0.74606 1.92800  C18 1.100
42 H 4.26863 1.23466 0.47213  C19 1.090
43 H 5.56518 1.84883 1.52350  C19 1.097
44 H 1.25405 -1.29204 -2.13024  C21 1.082
45 H -6.08662 -0.30507 -2.75049  C24 1.080
46 H -7.09574 -2.54092 -2.53304  C25 1.080

Values from the calculation:
energy relative to the best compared isomer or geometry (same formula, charge and spin): 10.8 kJ/mol
spin multiplicity: 1
structure (SMILES): c1ccc(Cn2nnc3c(NCCN4CCOCC4)ncnc32)cc1
LUMO level: 0.67 eV
frontier orbital gap: 8.753 eV
highest occupied orbital energy: -8.08 eV
electronic energy: -1118.9152 hartree